{
  "formula": "C4H9O2S",
  "method": "ωB97M-V/def2-TZVPD",
  "e_tot_ha": -706.492275,
  "multiplicity": 1,
  "de_lowest_kcal_mol": 34.9,
  "lumo_ev": 3.450,
  "gap_ev": 7.826,
  "fmax_ev_per_a": 4.31,
  "total_charge": -1,
  "symbols": ["S", "O", "O", "C", "C", "C", "C", "H", "H", "H", "H", "H", "H", "H", "H", "H"],
  "positions_angstrom": [[-2.56329, 0.46910, 1.09200], [2.30285, -0.64056, 0.57896], [0.56775, 0.41121, -0.38181], [1.73929, 0.03674, -0.30909], [2.62275, 0.57229, -1.50658], [-2.60281, -0.51071, -0.48727], [-1.05136, -0.11317, 2.06489], [-3.30433, -0.13962, -1.17072], [2.71537, -0.09959, -2.35014], [3.78545, 0.47828, -1.33878], [-0.66076, 0.81651, 2.58861], [-2.77147, -1.54175, -0.13904], [-1.63613, -0.25371, -0.83594], [-1.32807, -0.95395, 2.57159], [-0.23440, -0.21026, 1.40662], [2.41916, 1.67920, -1.78328]]
}

=====

{
  "formula": "C4H9O2S2",
  "method": "ωB97M-V/def2-TZVPD",
  "e_tot_ha": -1104.713859,
  "multiplicity": 1,
  "de_lowest_kcal_mol": 17.1,
  "lumo_ev": 3.613,
  "gap_ev": 7.638,
  "fmax_ev_per_a": 3.16,
  "total_charge": -1,
  "symbols": ["S", "S", "O", "O", "C", "C", "C", "C", "H", "H", "H", "H", "H", "H", "H", "H", "H"],
  "positions_angstrom": [[1.97864, -1.90601, -0.22463], [1.66258, -3.28900, 1.14111], [1.82454, -2.39659, -1.59252], [3.18642, -1.11917, 0.01636], [-0.90330, -1.18255, -0.36111], [0.32885, -0.41043, -0.01254], [0.50209, 0.06885, 1.39549], [0.83567, 0.50384, -1.09039], [0.17167, 1.35485, -1.27578], [-1.20208, -1.83404, 0.45850], [0.05720, 1.05782, 1.54741], [1.56643, 0.13541, 1.61834], [0.04873, -0.62910, 2.09831], [-1.74323, -0.51881, -0.60182], [0.93771, -0.06458, -2.01260], [1.82114, 0.87443, -0.81782], [-0.70133, -1.80360, -1.23448]]
}